Entry 1:
The following is a quantum chemistry calculation of a molecular structure, C16H29N3O2, from the Open Molecules 2025 dataset.

Geometry as XYZ:
```
50
Properties=species:S:1:pos:R:3
C 0.725 3.520 0.475
H 0.881 3.365 1.462
H -0.002 4.273 0.155
H 1.645 3.959 0.015
C 0.474 2.001 -0.467
N 1.479 1.132 -0.134
C 2.637 1.412 -0.784
C 3.828 0.566 -0.745
H 4.415 0.967 0.090
H 4.527 0.366 -1.505
C 3.178 -0.592 -0.180
C 4.178 -1.796 -0.186
O 4.254 -3.100 -0.837
N 5.306 -1.556 0.828
H 5.333 -0.807 1.188
H 5.937 -2.367 1.033
C 2.493 -0.764 1.167
C 1.820 0.757 1.248
H 1.050 0.914 1.700
H 2.536 1.555 1.761
H 3.061 -0.757 1.888
H 1.546 -1.253 1.320
H 2.537 -0.995 -0.925
H 2.399 1.522 -1.838
H 3.087 2.734 -1.003
C -0.751 1.554 0.226
O -1.360 1.772 1.244
N -1.284 0.636 -0.479
C -0.793 -0.076 -1.541
H -0.951 0.527 -2.452
H -1.045 -0.946 -1.871
H 0.337 -0.077 -1.670
C -2.519 -0.109 0.050
C -3.667 -0.290 -1.060
C -4.968 -0.785 -0.438
C -4.665 -1.923 0.142
C -3.573 -2.111 0.983
C -2.308 -1.542 0.832
H -1.546 -1.484 1.347
H -2.082 -2.093 -0.140
H -3.827 -1.574 2.160
H -3.570 -3.058 1.765
H -5.729 -2.550 0.573
H -4.475 -2.933 -0.687
H -5.375 -0.005 0.295
H -5.559 -0.802 -1.217
H -3.725 0.744 -1.362
H -3.211 -0.932 -1.844
H -2.855 0.573 0.759
H 0.180 2.428 -1.338
```

## Properties
- Frontier orbital gap: 8.98 eV
- HOMO level: -8.38 eV
- ΔE to the lowest compared entry with this formula, charge and spin: 459.47 kcal per mole

=====

Entry 2:
The following is a quantum chemistry calculation of C9H17N3S2 in the gas phase, from the Open Molecules 2025 dataset.

Geometry as XYZ:
```
31
Properties=species:S:1:pos:R:3
C -2.289 2.987 -0.201
C -2.696 1.483 -0.028
C -1.840 0.619 -1.034
C -2.100 -0.881 -0.975
C -1.892 -1.602 0.332
C -0.629 -2.456 0.525
C 0.613 -1.576 0.603
C 2.790 -0.431 -0.731
C 4.411 0.339 0.431
H -1.251 3.187 0.258
H -2.374 3.248 -1.228
H -3.035 3.572 0.441
H -3.802 1.368 -0.285
H -2.630 1.109 1.098
H -2.058 0.808 -2.171
H -0.747 0.828 -0.928
H -3.193 -0.977 -1.080
H -1.545 -1.459 -1.752
H -2.790 -2.257 0.531
H -2.162 -0.879 1.235
H -0.462 -3.120 -0.366
H -0.639 -3.189 1.345
H 1.532 -2.019 1.188
H 0.303 -0.601 1.120
H 4.528 0.906 2.300
H 5.673 1.633 1.257
N 3.623 -0.204 -1.737
N 5.117 0.745 1.521
N 3.182 -0.192 0.556
S 1.267 -1.341 -1.082
S 5.092 0.352 -1.143
```

## Properties
- Frontier orbital gap: 8.75 eV
- HOMO level: -8.32 eV
- Structure (SMILES): CCCCCCCSc1nsc(N)n1
- ΔE to the lowest compared entry with this formula, charge and spin: 46.81 kcal per mole

=====

Entry 3:
The following is a quantum chemistry calculation of a molecular structure, Ca2Cl5Cu2O36P4Sr3, from the Open Molecules 2025 dataset.

Geometry as XYZ:
```
52
Properties=species:S:1:pos:R:3
Sr 13.299 12.032 8.970
Sr 9.003 16.302 10.736
Sr 7.255 13.609 7.957
Cu 10.037 10.473 8.253
Cu 9.983 12.026 11.787
Ca 8.459 8.307 13.069
Ca 5.747 13.050 11.285
P 6.143 15.925 11.243
O 6.261 15.194 12.415
O 4.660 16.358 10.820
O 6.745 15.023 10.144
O 6.980 17.185 11.569
P 12.487 10.880 6.293
O 11.926 10.510 7.641
O 13.592 10.168 5.578
O 13.408 11.981 6.573
O 11.709 11.623 5.361
P 10.199 13.027 9.183
O 10.867 11.886 9.845
O 11.359 13.663 8.443
O 9.502 13.668 10.427
O 9.352 12.308 8.169
P 8.041 10.226 10.877
O 7.017 9.232 11.396
O 8.331 9.905 9.336
O 9.198 10.239 11.944
O 7.575 11.790 10.834
Cl 5.909 12.258 14.241
O 5.007 11.507 13.458
O 7.007 12.472 13.452
O 5.305 13.533 14.542
O 6.322 11.754 15.526
Cl 11.174 7.089 10.214
O 11.333 5.728 9.725
O 9.923 7.173 10.876
O 12.343 7.095 11.032
O 11.212 7.994 9.082
Cl 11.518 8.816 15.061
O 12.126 8.129 14.000
O 10.096 9.091 14.685
O 11.591 7.968 16.084
O 12.202 10.073 15.395
Cl 13.072 13.898 11.880
O 12.603 12.583 11.996
O 13.979 13.849 10.800
O 12.057 14.764 11.276
O 13.595 14.792 12.951
Cl 9.880 14.660 14.590
O 8.725 14.529 15.445
O 10.844 15.640 14.962
O 10.532 13.329 14.308
O 9.348 15.214 13.444
```

## Properties
- Frontier orbital gap (spin up / spin down): 2.88 / 2.88 eV
- HOMO level (spin up / spin down): -0.40 / -0.40 eV
- <S²>: 2.014
- 2S+1: 3
- Charge: -3

=====

Entry 4:
The following is a quantum chemistry calculation of 2 unconnected molecules or ions with the total composition C5H8O, from the Open Molecules 2025 dataset.

Geometry as XYZ:
```
14
Properties=species:S:1:pos:R:3
C 0.219 -0.293 1.891
C -0.109 -0.370 0.429
C -0.372 0.921 -0.320
C -0.138 0.437 -1.749
C 0.063 -0.942 -1.851
O 0.709 -1.888 -2.088
H 0.427 -1.275 2.325
H 1.074 0.365 2.048
H -0.644 0.125 2.442
H -0.973 -1.082 0.319
H -1.377 1.337 -0.180
H 0.307 1.737 0.003
H -0.709 0.830 -2.592
H 1.523 0.098 -0.677
```

## Properties
- Frontier orbital gap (spin up / spin down): 8.38 / 8.09 eV
- HOMO level (spin up / spin down): -8.56 / -8.28 eV
- ΔE to the lowest compared entry with this formula, charge and spin: 145.84 kcal per mole

=====

Entry 5:
The following is a quantum chemistry calculation of a molecular structure, C34H54AsN8Si2W, from the Open Molecules 2025 dataset.

Geometry as XYZ:
```
100
Properties=species:S:1:pos:R:3
W 0.111 -0.158 -0.258
C -0.261 -0.256 4.264
C -0.535 -0.237 2.895
N 0.394 0.017 1.982
C 1.669 0.230 2.400
C 2.042 0.201 3.748
C 1.026 -0.036 4.693
C 3.420 0.382 4.100
C 4.355 0.559 3.142
C 3.993 0.592 1.754
C 4.928 0.801 0.724
C 4.494 0.851 -0.578
C 3.141 0.668 -0.859
N 2.222 0.451 0.088
C 2.651 0.445 1.385
H -1.059 -0.459 4.963
H -1.530 -0.457 2.525
H 1.269 -0.057 5.748
H 3.695 0.363 5.145
H 5.398 0.683 3.402
H 5.975 0.928 0.965
H 5.179 1.028 -1.395
H 2.774 0.696 -1.876
C 0.697 -2.777 0.509
N -0.390 -3.382 -0.211
C -0.042 -4.553 -1.026
C -1.540 -2.692 -0.382
N -1.571 -1.409 0.045
C -2.810 -0.710 0.187
C -4.032 -1.276 0.540
C -5.182 -0.502 0.520
C -5.125 0.831 0.134
C -3.898 1.426 -0.114
C -2.737 0.673 -0.005
N -1.421 1.223 -0.025
C -1.149 2.414 0.553
N -1.891 2.998 1.497
C -2.733 2.308 2.470
C -1.965 4.460 1.609
N 0.000 3.033 0.161
C 0.817 3.782 1.110
C 0.303 3.291 -1.242
N -2.562 -3.295 -1.009
C -2.963 -4.674 -0.732
C -3.346 -2.610 -2.035
H 1.514 -3.489 0.630
H 0.402 -2.409 1.489
H 1.209 -1.984 -0.116
H 0.970 -4.425 -1.407
H -0.718 -4.634 -1.870
H -0.087 -5.468 -0.438
H -4.095 -2.324 0.799
H -6.130 -0.950 0.783
H -6.032 1.415 0.061
H -3.840 2.482 -0.346
H -2.654 1.231 2.376
H -3.777 2.590 2.332
H -2.417 2.613 3.469
H -1.532 4.933 0.732
H -1.461 4.814 2.508
H -3.017 4.738 1.668
H 0.572 3.492 2.129
H 0.699 4.862 1.005
H 1.864 3.540 0.916
H -0.364 2.715 -1.877
H 1.334 3.014 -1.468
H 0.177 4.356 -1.455
H -2.400 -5.074 0.107
H -2.832 -5.317 -1.602
H -4.021 -4.674 -0.465
H -2.931 -1.624 -2.232
H -4.391 -2.510 -1.741
H -3.294 -3.203 -2.949
C -2.673 1.776 -3.384
Si -1.142 1.141 -4.230
C -0.014 2.503 -4.814
C -1.593 -0.043 -5.594
As 0.138 -0.174 -2.658
Si 1.627 -1.589 -3.910
C 0.527 -2.914 -4.625
C 2.913 -2.325 -2.762
C 2.461 -0.562 -5.218
H -3.232 2.363 -4.117
H -2.475 2.425 -2.529
H -3.319 0.961 -3.053
H -0.537 3.065 -5.593
H 0.907 2.122 -5.251
H 0.245 3.213 -4.028
H -2.252 0.486 -6.288
H -2.142 -0.913 -5.231
H -0.734 -0.386 -6.169
H 0.006 -3.473 -3.847
H 1.141 -3.622 -5.187
H -0.219 -2.511 -5.308
H 2.527 -2.645 -1.792
H 3.737 -1.634 -2.585
H 3.339 -3.207 -3.245
H 1.770 -0.174 -5.966
H 3.180 -1.197 -5.744
H 3.020 0.277 -4.799
```

## Properties
- Frontier orbital gap (spin up / spin down): 6.09 / 6.09 eV
- HOMO level (spin up / spin down): -15.16 / -15.16 eV
- ΔE to the lowest compared entry with this formula, charge and spin: 0.00 kcal per mole
- Charge: +3

=====

Entry 6:
The following is a quantum chemistry calculation of 2 unconnected molecules or ions with the total composition C3H10NO2S2, from the Open Molecules 2025 dataset.

Geometry as XYZ:
```
18
Properties=species:S:1:pos:R:3
N 0.705 -0.189 -2.244
C 0.421 -0.171 -0.777
C -0.736 -1.153 -0.556
O -1.105 -1.895 -1.413
C -0.065 1.221 -0.299
S 0.384 1.640 1.448
S -1.156 1.038 2.549
H -0.112 -0.578 -2.733
H 0.968 0.743 -2.569
H 1.538 -0.778 -2.449
H 1.255 -0.486 -0.150
H -1.227 -1.196 0.432
H 0.394 2.064 -0.823
H -1.146 1.315 -0.416
H -1.623 2.197 3.087
H 2.548 -3.119 -2.464
H 0.945 -3.070 -2.698
O 1.707 -2.713 -2.223
```

## Properties
- Frontier orbital gap (spin up / spin down): 10.49 / 6.30 eV
- HOMO level (spin up / spin down): -18.65 / -18.67 eV
- <S²>: 0.755
- 2S+1: 2
- ΔE to the lowest compared entry with this formula, charge and spin: 0.00 kcal per mole
- Charge: +2

=====

| no. | strongest force on any atom (eV Å⁻¹) |
| --- | --- |
| 1 | 18.2 |
| 2 | 3.9 |
| 3 | 11.3 |
| 4 | 3.3 |
| 5 | 1.2 |
| 6 | 1.5 |